Computed, not measured: a 21-piece molecular cluster, C39H126N6O27 overall, with the ωB97M-V functional and the def2-TZVPD basis.

Calculated values
Expectation value of S²: 0.750
Spin multiplicity: 2
Orbital gap (spin up / spin down): 1.71 / 8.22 eV
Total charge: -1

Last column: Mulliken spin population.
Atoms and positions in Å:
H  2.17007  2.29637  4.24069  0.00
H  -4.51611  7.72063  -2.87988  0.00
H  1.49330  9.21111  0.58802  0.00
H  1.36981  1.89315  7.13341  0.00
C  -6.28694  3.73291  -8.51318  0.00
H  -2.98349  2.98699  -5.44002  0.00
H  -6.85684  2.57312  -6.19815  0.00
H  3.02379  1.12538  1.48072  0.01
H  -4.72795  1.13405  -1.31966  0.00
H  0.17957  0.16198  2.74005  0.00
H  -7.92333  -3.28178  -2.15365  0.00
O  -1.17704  2.60585  0.00722  0.00
H  -7.21829  4.05082  -8.04454  0.00
C  0.28937  2.06050  -3.72975  -0.02
H  -1.94333  1.41552  -3.46317  0.03
C  6.17567  -1.75978  -0.35583  0.73
H  -3.99448  -3.48356  -2.49449  -0.01
C  -0.27684  3.24193  0.89936  -0.02
H  2.44938  -3.59920  4.45032  -0.01
H  -8.11574  -0.99832  -5.13479  0.00
H  -0.00951  8.03868  2.60529  0.00
H  -2.69306  3.82005  0.38166  0.00
C  -5.23276  1.22958  -5.92425  0.00
H  -1.19714  -8.18826  2.90806  0.00
H  -1.07335  0.40107  3.55549  0.00
C  5.07059  0.71526  3.72432  0.00
H  3.09994  -4.70535  1.64892  0.02
H  7.65874  -2.20003  0.95047  0.00
C  1.10488  2.43823  0.84271  0.01
O  6.73087  -2.41308  0.82692  -0.11
O  1.31163  -1.37955  0.44976  -0.51
C  9.16442  -2.55870  7.78337  0.00
H  1.35678  -3.29087  -0.40471  -0.01
N  0.27715  6.90589  -1.69534  0.00
H  6.41200  -0.69602  -0.33043  0.02
C  -3.74356  -2.64961  -0.59911  -0.14
H  -8.75417  -2.00518  -3.75767  0.00
H  9.42906  0.18655  4.10413  0.00
N  -4.21303  1.44193  -4.95421  -0.04
O  3.43632  -4.03885  1.04988  -0.05
C  -1.82929  1.44925  -4.54667  0.26
H  -0.11602  -3.93584  4.45265  0.00
H  -1.11883  -8.07835  -0.35287  0.01
H  -2.78613  3.15778  -1.26486  0.00
O  0.05725  4.16496  3.97167  0.00
H  -6.05668  0.69640  -5.44994  0.01
H  0.73980  0.48424  4.77618  0.00
H  -1.59857  4.38686  -0.88483  0.00
H  0.36667  1.00353  -3.47494  0.07
H  2.24711  5.24328  2.08906  0.00
H  -2.45809  -6.84035  -2.53185  -0.01
H  -0.83815  3.26710  1.83339  -0.01
H  0.95350  0.22350  7.26473  0.00
H  -1.52179  0.42533  -4.75911  0.00
O  -5.65531  2.68208  -7.85304  0.00
C  -6.66943  -3.79948  -3.74993  0.01
H  1.89714  3.03317  1.29710  -0.01
C  1.56271  -2.97606  4.33371  0.01
H  -4.29617  8.07128  -1.15495  0.00
H  2.33424  7.99843  -0.29912  0.00
H  6.59470  -2.22935  4.37603  0.00
C  -6.96404  -3.78642  -2.26856  0.00
N  0.99956  1.18367  1.61323  0.02
O  3.13675  4.89019  2.07939  0.00
H  0.08156  2.57321  -2.79057  0.06
H  4.56530  1.65934  -1.19685  0.03
C  -5.78730  2.61754  -6.40357  0.00
H  -2.89363  5.98864  -2.71332  0.00
H  0.11065  -2.06358  -0.98664  -0.07
H  -1.86694  -2.51734  2.56958  0.00
C  1.38070  8.20366  0.18744  0.00
H  3.30826  -2.34271  -4.05401  0.29
H  6.73224  -3.16096  6.34781  0.00
H  -2.92951  -5.83943  -0.27587  0.04
H  3.26849  -1.15505  0.33806  0.02
H  -0.28496  1.26283  6.63057  0.00
H  -0.00932  6.32149  2.67523  0.00
C  -2.11025  3.51094  -0.48603  -0.02
H  6.62722  -2.13428  -1.27451  -0.12
H  1.45633  2.25812  -0.17323  0.02
C  0.79367  1.10659  6.64609  0.00
O  -5.12312  3.61424  -3.46611  0.00
H  9.60284  -1.90193  4.72368  0.00
O  -1.23738  -2.66204  1.86322  -0.03
H  4.48472  -2.48917  -3.11253  0.50
H  8.58160  0.08336  5.60339  0.00
C  -4.58543  -3.53352  -1.57995  0.06
O  2.61618  3.12806  4.08099  0.00
H  2.48606  -0.17638  2.47026  0.00
H  -6.67476  3.39465  -9.47405  0.00
H  -2.17625  -4.97549  1.64256  0.01
H  -1.41631  -10.61775  -1.03271  0.00
H  2.68049  -3.48286  0.86059  0.00
H  -2.71895  1.65210  -6.53652  -0.01
H  -4.12853  -7.71920  -1.42940  0.00
H  -2.64199  -11.47163  -0.21456  0.00
H  -0.47491  -2.13879  2.11040  0.02
H  -3.14914  0.41760  -0.44850  -0.01
O  0.49924  -3.46025  5.01556  0.00
C  2.39075  -0.50895  0.35384  0.16
O  1.30791  0.98714  5.36436  0.00
H  4.10840  0.35368  4.08702  0.00
H  -0.96547  -7.09426  4.22530  0.00
H  -0.09688  4.30269  0.72471  0.01
H  -8.49046  -2.65462  -5.32563  0.00
O  -5.12125  2.00364  -1.24641  0.00
H  -5.62654  -4.06624  -3.92124  0.00
H  1.70349  -2.06461  4.91468  0.00
H  -2.99905  -7.28973  0.81191  0.00
C  -3.47531  -8.53693  -1.73391  -0.01
H  5.09691  0.52272  2.65179  0.01
C  7.60218  -2.58603  6.03035  0.00
C  -2.94502  1.89929  -5.49927  -0.07
H  -1.78046  -0.72455  -0.68681  0.03
C  1.14143  -2.26198  -0.69297  0.89
H  -4.71791  2.97663  -4.05389  0.00
H  -4.11730  0.58276  -4.43193  0.01
H  -6.00980  1.89446  -1.58521  0.00
O  6.13174  0.02195  4.38993  0.00
H  9.03526  -1.47684  7.75155  0.00
C  -2.36203  -6.60991  0.24610  -0.03
H  4.52109  3.72793  -0.54290  0.01
N  8.76617  -1.62302  4.23144  0.00
C  7.36904  0.44328  3.82179  0.00
H  5.67703  1.07269  -0.35319  0.04
C  -2.79791  -0.60551  -0.31436  0.01
O  3.79453  -1.87895  -3.37232  -1.19
C  -0.70591  6.53038  -2.68833  0.00
H  4.54344  1.02911  -3.57501  0.02
H  1.64201  -2.03532  -1.63432  -0.02
C  0.35095  8.22762  -1.00447  0.00
H  -0.21282  3.32092  3.60988  0.00
H  -3.97893  -9.06617  -2.54284  -0.01
H  8.45544  -2.96696  8.50364  0.00
H  -2.77940  -11.22529  -1.93737  0.00
H  -4.08647  -2.82183  0.42112  0.00
H  -7.25191  -4.51271  -4.33312  0.00
H  -4.94317  3.27913  -2.58773  0.00
O  5.22307  1.89391  -0.54221  -0.12
H  -0.44681  7.13260  -3.55914  0.00
N  -5.98336  -3.03153  -1.51670  -0.01
H  7.38475  -1.54133  6.25265  0.00
H  -0.59687  8.56890  -0.58820  0.00
C  0.00913  7.15280  1.97048  0.00
H  0.75143  9.03213  -1.62129  0.00
H  3.86465  4.68644  0.42779  0.00
O  -6.77764  -2.49119  -4.32701  -0.01
H  -0.74666  -5.06021  0.63215  0.03
H  1.35000  -2.79047  3.28090  0.00
C  -2.22167  -7.73744  -1.95963  0.08
H  -5.53534  4.49377  -8.72362  0.00
H  -4.58514  -4.56814  -1.23696  0.01
H  -4.83328  0.65588  -6.76054  0.00
H  10.19846  -2.74221  8.07522  0.00
C  7.63582  -2.47782  4.58203  0.00
O  -2.54534  8.01419  -2.18629  0.00
H  -0.57576  5.53280  -3.10784  0.00
H  3.23833  4.47211  2.93445  0.00
C  -8.07222  -1.95060  -4.60623  0.00
H  2.35922  -0.05279  -0.63561  0.08
H  3.39283  3.09493  4.63952  0.00
H  -1.59804  -8.48991  -2.44232  0.00
H  -2.62247  -0.77611  0.74782  0.01
H  7.97663  -3.46406  4.26695  0.00
H  -6.30437  -2.54314  -0.69297  0.00
H  7.52501  0.20549  2.76954  0.00
H  0.29803  0.58896  1.19576  0.00
O  4.35058  4.65835  -0.39642  0.00
H  1.25921  2.45525  -4.03253  -0.01
N  -1.55222  -7.26921  -0.77424  -0.05
O  4.02915  0.90858  -2.77676  0.29
O  8.85221  -3.15313  6.55084  0.00
O  -3.20090  -9.55304  -0.71449  0.00
H  5.07449  1.78688  3.92361  0.00
O  1.21027  7.23790  1.16898  0.00
O  -0.62442  -6.29895  2.21752  -0.01
H  -4.18240  9.35002  -2.38397  0.00
C  -3.94772  8.30944  -2.15992  0.00
H  -2.31440  6.33452  -1.19017  0.00
H  0.42010  6.22969  -0.95886  0.00
H  -2.75179  -3.09617  -0.67029  0.05
O  -0.74206  2.38126  -4.70964  -0.11
C  -2.49965  -10.73476  -1.00505  0.01
H  3.63605  0.04118  -2.87323  0.19
H  7.43016  1.52616  3.71353  0.00
H  0.99173  4.06118  4.15114  0.00
C  -2.19189  6.66285  -2.22231  0.00
H  -7.00491  -4.80464  -1.88172  0.00
H  -0.81892  7.08830  1.26459  0.00
O  -3.82924  -1.31160  -0.97495  -0.01
C  2.24050  0.37159  1.56057  -0.18
C  -1.28614  -7.13766  3.18444  0.01
H  5.08729  -1.74315  -0.41301  -0.10
H  -2.35475  -6.96012  3.30549  0.00
H  -5.25243  3.50181  -6.05705  0.00
C  8.50303  -0.17858  4.54825  0.00
O  -0.31410  -0.17773  3.48647  0.00
C  -1.46717  -5.66436  1.18348  -0.04

Force components x, y, z for each atom (eV/Å):
H -0.5 -0.8 0.4
H 0.1 -0.3 -0.1
H -0.4 0.3 0.3
H -0.5 0.3 0.1
C -0.2 -0.2 -0.4
H 0.3 0.2 -0.2
H 0.0 0.8 0.4
H 0.4 0.0 0.2
H 0.1 -0.4 -0.1
H 0.4 0.8 -0.2
H -0.2 -0.3 0.3
O 0.8 -0.6 -1.0
H 0.3 0.6 0.6
C -0.3 0.9 -0.1
H -1.5 0.3 0.2
C 1.3 0.5 0.7
H -0.9 0.2 -0.7
C 1.1 -1.4 -0.3
H 0.2 -0.2 -0.2
H 0.8 0.2 0.6
H -0.5 0.3 -0.1
H -0.6 0.5 -0.1
C -0.6 1.4 -0.5
H 0.1 -0.1 -0.2
H -0.3 0.1 -0.1
C -0.3 -0.7 0.3
H -0.1 -0.2 0.2
H 0.0 0.2 -0.3
C -1.3 0.6 1.2
O -1.4 0.2 -0.7
O -1.1 -1.5 -0.8
C -0.4 0.0 0.3
H -0.3 0.0 -0.2
N 1.1 0.4 1.3
H 0.4 0.2 0.1
C -1.0 -2.4 -1.0
H 0.1 0.5 0.3
H 0.0 1.0 0.1
N 0.3 -0.8 0.5
O 0.3 0.1 0.0
C 1.4 0.8 -0.5
H 0.2 -0.2 -0.1
H 0.3 0.0 0.2
H 0.3 -0.6 0.2
O -0.7 0.5 0.1
H 0.1 -0.2 -0.1
H -0.5 -0.5 -0.2
H 0.0 0.1 -0.1
H 0.0 -0.2 -0.5
H -0.3 0.4 -0.2
H 0.1 -0.3 -0.7
H 0.6 -0.4 0.6
H 0.1 -0.4 -0.1
H 0.3 -0.2 -0.5
O 0.0 -1.3 0.5
C 0.2 1.0 -0.7
H -0.1 0.1 0.2
C 1.3 1.3 0.0
H -0.4 0.0 0.1
H 0.2 -0.4 0.3
H 0.6 0.4 -1.4
C 0.1 0.6 0.5
N 0.5 -0.7 -0.3
O 0.2 0.4 -0.1
H -0.4 0.1 0.2
H -0.3 -0.4 -0.9
C 0.0 -1.0 -2.1
H -0.1 0.3 -1.0
H -0.4 -0.9 0.2
H -0.1 0.1 0.2
C -0.4 0.0 -1.8
H -0.5 -0.4 -0.7
H 0.1 -0.3 0.4
H -0.6 -0.1 0.0
H 0.7 0.5 0.5
H 0.0 0.5 0.2
H 0.5 -0.4 -0.5
C -0.4 1.0 0.4
H -0.3 -0.3 0.0
H -0.5 0.1 -0.4
C 0.0 -0.2 0.8
O -0.6 1.4 0.1
H -0.2 -0.3 0.2
O -0.2 -0.3 -0.3
H 0.6 -0.5 0.2
H -0.5 -0.1 0.3
C -0.7 1.7 2.3
O 0.5 0.6 -0.1
H -0.6 -0.2 0.1
H 0.4 -0.4 -0.3
H 0.0 0.0 0.4
H 0.3 0.4 -0.2
H -0.2 0.2 0.0
H -0.1 -0.5 0.0
H -1.0 -0.9 1.1
H -0.5 0.3 0.2
H 0.3 0.4 0.0
H 0.8 0.3 0.3
O -2.8 -1.8 1.2
C 0.0 -0.8 -0.3
O 1.1 0.3 -0.8
H 0.1 -0.3 0.2
H 1.0 0.7 -0.2
H 0.1 0.1 -0.8
H -0.5 -0.1 -0.3
O 0.0 0.2 0.4
H 0.0 0.0 0.0
H 1.0 0.6 -0.8
H -0.2 0.1 0.1
C 0.1 -0.7 1.1
H 0.1 0.2 -0.1
C 0.0 -0.4 1.6
C 0.3 0.6 1.9
H -0.1 -0.2 -0.9
C -1.1 0.8 0.2
H 0.3 -0.9 -0.2
H 0.4 -0.1 0.1
H -0.3 -0.1 -0.1
O -0.3 1.1 -0.9
H 0.0 0.2 0.0
C 2.0 1.5 0.1
H 0.3 -0.3 0.0
N -2.1 1.9 -0.9
C -0.1 -0.2 -0.4
H 0.1 -0.1 0.0
C -0.1 1.8 -0.1
O -0.2 1.1 0.6
C -0.8 0.8 0.3
H 0.2 0.0 -0.2
H 1.0 0.4 0.4
C 0.1 -0.6 0.8
H 0.1 -0.2 0.0
H 0.5 0.3 -0.6
H 0.2 0.1 0.6
H -0.3 0.2 -0.3
H -0.1 0.2 0.3
H -0.5 -0.2 0.2
H 0.2 -0.2 0.3
O 0.2 0.4 0.9
H -0.8 0.4 -0.2
N 1.0 -0.2 -1.8
H 0.5 0.1 1.5
H -0.4 0.0 -0.3
C 0.7 1.3 -1.0
H -0.2 -0.1 -0.5
H -0.1 0.1 0.5
O 0.3 1.1 0.0
H -0.2 -0.3 -0.3
H 0.2 0.2 -0.1
C 0.2 -0.7 -0.8
H -0.4 0.6 0.2
H 0.3 -0.3 0.1
H -0.3 0.0 -0.4
H -0.1 -0.4 -0.1
C 1.9 -2.2 0.1
O -0.9 1.6 -1.3
H 0.4 -0.4 0.7
H -0.1 -0.4 0.0
C -0.2 -2.4 -0.4
H 0.0 0.8 0.1
H 0.2 -0.1 0.3
H 0.9 0.9 -0.5
H -0.9 -0.4 0.3
H -0.8 -0.3 -0.8
H 0.4 -0.3 -0.1
H -0.7 -0.9 -0.4
H -0.4 0.1 -0.8
O 0.0 0.3 -0.6
H -0.1 -0.2 -0.5
N 0.3 -0.6 0.9
O -0.2 0.7 0.4
O -1.0 1.2 -0.8
O -1.1 1.0 0.6
H 0.4 0.2 -0.1
O 0.1 -1.9 1.2
O -1.1 0.0 0.2
H 0.7 0.1 0.1
C 0.5 -0.8 0.4
H 0.6 -0.4 0.5
H -0.1 -0.4 -0.2
H 0.5 0.5 0.1
O 0.9 -1.2 0.5
C 0.4 -0.1 -0.4
H -0.1 -0.9 -0.3
H 0.0 0.4 1.0
H 0.6 -0.2 0.1
C 0.6 -0.2 0.6
H -0.4 -0.5 -0.1
H -0.5 0.1 0.4
O 1.0 -0.6 0.6
C 1.4 1.9 -0.6
C -0.6 -0.3 -0.6
H 0.2 -0.9 0.4
H -0.3 0.4 -0.5
H -0.3 -0.2 0.8
C 2.6 -0.8 -0.5
O -0.6 -1.1 1.1
C -0.4 -1.6 0.6